Entry 1:
Entry from the OMol25 dataset: 7 unconnected molecules or ions with the total composition C17H50N2O9 at a distorted geometry (ωB97M-V/def2-TZVPD).

```
78
Properties=species:S:1:pos:R:3:forces:R:3:lowdin_charge:R:1
C 5.40901 2.64853 -5.64701 1.16 0.58 -0.21 -0.124
O 4.48961 3.65952 -5.95621 -1.65 -0.25 0.81 -0.185
C 3.69898 4.11528 -4.82273 1.45 1.26 -0.42 -0.197
C 2.31515 4.62384 -5.31932 2.13 -1.74 0.04 -0.193
N 1.56424 3.52124 -5.86337 -2.20 -0.85 1.03 -0.067
C 0.95379 2.60639 -4.84617 0.42 -0.23 -0.95 -0.164
C 1.39555 1.09923 -5.02035 0.04 0.79 1.46 -0.165
O 2.74091 0.87933 -4.58892 0.01 1.00 -3.29 -0.221
C 3.02876 0.80720 -3.25501 -0.37 -0.67 0.70 -0.145
H 6.31895 3.10551 -5.25806 0.18 0.13 0.67 0.079
H 5.79532 2.24248 -6.58188 -0.59 -0.46 -0.10 0.088
H 5.05807 1.89540 -4.94150 -0.24 -0.07 -0.31 0.066
H 4.28189 4.91970 -4.37413 -0.03 0.93 -0.24 0.108
H 3.75234 3.47512 -3.94214 -0.79 -1.12 -0.48 0.100
H 2.53290 5.36089 -6.09226 -0.27 0.14 0.10 0.115
H 1.83196 5.06651 -4.44831 -0.37 0.14 -0.31 0.114
H 1.89966 3.00600 -6.66469 0.53 0.49 0.23 0.108
H -0.13380 2.66454 -4.80300 -0.38 -0.21 -0.85 0.097
H 1.13376 3.05295 -3.86827 0.83 -0.55 0.32 0.097
H 1.23992 0.70204 -6.02341 0.78 0.72 -0.51 0.118
H 0.73606 0.38791 -4.52318 -0.32 0.28 0.95 0.109
H 2.68505 -0.20322 -3.03362 0.05 0.03 1.47 0.094
H 2.59690 1.61139 -2.65928 -0.50 -0.13 0.21 0.085
H 4.10210 0.89228 -3.08531 0.10 -0.21 -0.31 0.084
C -6.13962 -5.05418 0.23864 0.82 0.03 0.23 -0.112
O -5.75534 -3.68842 -0.01292 -1.39 -2.17 0.25 -0.222
C -6.83501 -2.74408 0.15576 2.04 0.03 -0.12 -0.178
C -6.51423 -1.77119 -0.98539 -0.50 0.58 -0.92 -0.221
N -6.05535 -0.40590 -0.73083 1.51 0.78 2.01 -0.045
C -4.65049 -0.34505 -0.08453 -0.72 -0.96 -1.26 -0.181
C -4.05826 0.99699 0.20280 -0.21 0.66 -0.09 -0.248
O -3.80961 1.76246 -0.96254 -1.00 -0.02 -0.55 -0.176
C -3.19279 3.00808 -0.79252 0.72 0.46 0.83 -0.126
H -6.33576 -5.27598 1.28764 0.27 0.30 0.39 0.076
H -5.30571 -5.67176 -0.09499 0.08 0.08 0.14 0.083
H -7.02052 -5.46834 -0.25184 -0.28 0.75 -0.66 0.079
H -6.70032 -2.39780 1.18047 -0.32 0.77 -0.06 0.118
H -7.82473 -3.19701 0.09746 0.06 -0.13 -0.35 0.113
H -7.38837 -1.72750 -1.63506 -0.33 0.50 0.15 0.110
H -5.79340 -2.22652 -1.66449 0.28 -0.71 0.38 0.112
H -5.80212 -0.02683 -1.63209 -0.58 0.27 -0.29 0.092
H -4.01132 -0.86756 -0.79624 0.48 -0.23 0.11 0.117
H -4.51806 -0.82848 0.88340 -0.81 -0.55 -0.07 0.115
H -3.12416 0.81327 0.73365 0.31 0.01 0.09 0.120
H -4.73583 1.48010 0.90679 -0.09 0.63 -0.02 0.124
H -3.52142 3.60022 0.06158 -0.38 -0.44 0.61 0.078
H -3.34177 3.74634 -1.58047 -0.19 -0.80 -0.72 0.085
H -2.12354 2.84773 -0.65432 0.28 0.16 -0.07 0.085
C 7.36747 -1.02501 0.96757 -1.86 -1.59 0.66 -0.227
O 8.52721 -0.43114 0.63591 2.47 1.95 -0.80 -0.099
H 6.51607 -0.34454 0.95399 0.24 0.28 -0.22 0.083
H 7.17671 -1.82931 0.25708 -0.55 -0.33 0.14 0.079
H 7.42393 -1.41598 1.98347 -0.27 -0.37 0.20 0.077
H 9.21873 -1.09058 0.54351 -0.04 0.06 0.03 0.087
C 4.59664 -4.28205 6.37994 -0.23 -1.03 1.07 -0.133
O 5.67478 -4.85270 7.21350 -0.88 0.19 -1.66 -0.133
H 4.84939 -4.27141 5.31971 1.03 0.90 0.32 0.073
H 3.71738 -4.91458 6.25792 -0.04 -0.86 0.89 0.058
H 4.14684 -3.39413 6.82421 0.68 0.48 -0.43 0.073
H 5.65875 -4.58347 8.13483 -0.56 0.31 -0.20 0.062
C 1.10204 -1.08358 2.89401 -0.43 0.29 -0.55 -0.176
O 1.39288 0.19766 2.43329 0.75 1.65 -0.57 -0.132
H 0.99002 -1.09444 3.97818 0.23 -0.48 0.03 0.079
H 0.17903 -1.39263 2.40345 -0.18 -0.57 0.25 0.070
H 1.93467 -1.65239 2.48015 -0.18 -0.54 0.62 0.083
H 0.86790 0.90613 2.81286 -0.22 -0.32 0.21 0.075
C -1.66750 4.68479 5.70995 -0.13 -1.13 1.59 -0.199
O -1.38423 4.25222 4.43077 0.05 -0.02 -1.58 -0.113
H -0.72713 4.74007 6.25836 0.02 1.07 -0.14 0.083
H -2.36147 5.52527 5.72118 0.55 0.40 0.33 0.085
H -2.13213 3.86720 6.26110 -0.64 -0.12 0.18 0.069
H -2.19132 4.40417 3.93364 0.16 -0.22 -0.39 0.075
C -2.57227 -5.26592 4.25983 -1.58 1.91 -0.10 -0.149
O -2.19557 -4.43602 5.36387 1.10 -0.91 0.78 -0.140
H -2.07196 -4.87253 3.37494 0.09 -0.57 -0.22 0.073
H -2.52646 -6.35007 4.36281 0.77 0.25 0.60 0.079
H -3.63607 -5.04364 4.17611 -0.26 -0.41 -0.77 0.069
H -2.74367 -3.65002 5.42200 -0.12 -0.28 -0.31 0.068
```
Forces are in eV/Å.

Values from the calculation:
Largest force on an atom (eV/Å): 3.44
Structure (SMILES): COCCNCCOC.COCCNCCOC.CO.CO.CO.CO.CO
Molecular weight (g/mol): 426.6
E_LUMO (eV): 0.193
HOMO-LUMO gap (Ha): 0.307
E (eV): -39838.53823
HOMO energy (eV): -8.17



Entry 2:
Entry from the OMol25 dataset: 2 unconnected molecules or ions with the total composition C3H7S at a distorted geometry (ωB97M-V/def2-TZVPD).

```
11
Properties=species:S:1:pos:R:3:forces:R:3:mulliken_spin:R:1
S 3.41324 -0.02791 -0.41084 0.27 -0.02 -0.04 -0.004
H 4.16375 0.44575 0.59894 0.03 0.00 0.03 -0.001
C -1.03744 -1.11553 -0.30876 -0.14 -0.54 -0.73 0.944
C -1.25315 0.30740 -0.00546 -0.83 0.94 0.72 1.453
C -0.31939 1.17371 0.34676 1.64 -0.37 -0.31 0.517
H -1.53535 -1.39572 -1.24779 -0.12 -0.03 0.00 -0.619
H 0.01132 -1.38252 -0.43194 0.15 0.15 0.20 -0.126
H -1.49397 -1.75239 0.46463 0.04 0.06 0.03 -0.517
H -2.29419 0.65896 0.03147 0.11 -0.26 0.07 -0.646
H -0.39954 2.18068 0.73417 -0.73 0.19 -0.23 -0.077
H 0.74472 0.90759 0.22882 -0.42 -0.12 0.26 0.076
```
Forces are in eV/Å.

Values from the calculation:
Spin multiplicity: 2
Largest force on an atom (eV/Å): 1.71
Total charge: -2
Molecular weight (g/mol): 75.2
E_LUMO (alpha / beta) (eV): 6.810 / 6.831
⟨S²⟩: 0.75
HOMO-LUMO gap (alpha / beta) (Ha): 0.096 / 0.256
E (eV): -14055.63717
HOMO energy (alpha / beta) (eV): 4.20 / -0.14



Entry 3:
Entry from the OMol25 dataset: a single C23H30N2O3 molecule (ωB97M-V/def2-TZVPD).

```
58
Properties=species:S:1:pos:R:3:forces:R:3:nbo_charge:R:1
C -3.70890 -2.91985 0.34181 0.23 0.15 0.12 -0.613
H -3.70893 -3.45748 -0.60183 0.02 -0.07 -0.09 0.224
H -3.72085 -3.63865 1.15670 -0.06 -0.08 0.13 0.206
H -4.61827 -2.33033 0.40305 -0.15 0.06 0.00 0.207
C -2.44932 -2.03875 0.42220 -0.13 -0.25 0.29 0.153
N -2.39354 -1.24189 -0.80419 0.07 0.01 -0.03 -0.480
C -3.36827 -0.16370 -0.88870 0.01 0.10 -0.38 -0.256
H -4.35230 -0.52552 -0.59495 -0.04 0.05 0.04 0.205
C -3.44289 0.32305 -2.33608 -0.30 -0.05 0.25 -0.068
O -2.19628 0.79987 -2.78398 -0.04 0.22 0.01 -0.529
C -1.22830 -0.21258 -2.66974 0.37 -0.26 0.18 -0.070
C -1.10324 -0.73034 -1.23428 0.07 0.25 -0.34 -0.260
H -0.35907 -1.52400 -1.23969 0.06 -0.01 0.02 0.207
H -0.74933 0.09755 -0.60080 0.04 -0.18 -0.09 0.187
H -0.28202 0.22546 -2.99263 -0.02 -0.08 0.01 0.198
H -1.49212 -1.05286 -3.33095 0.05 0.04 0.04 0.163
H -4.14186 1.15656 -2.42346 -0.02 -0.07 0.01 0.192
H -3.77655 -0.50573 -2.97967 -0.01 0.07 0.06 0.163
H -3.09892 0.69069 -0.24916 -0.08 -0.04 0.04 0.187
C -1.24581 -2.98397 0.51922 -0.24 0.22 -0.05 -0.621
H -1.13459 -3.54019 -0.40786 0.08 -0.07 -0.12 0.222
H -0.32039 -2.45425 0.72642 0.21 0.03 -0.02 0.198
H -1.41103 -3.69507 1.32545 -0.01 -0.04 0.08 0.216
C -2.55048 -1.21299 1.73300 -0.28 -0.18 -0.21 -0.260
N -1.49787 -0.24630 1.94095 0.25 -0.44 -0.08 -0.620
C -1.75280 1.04622 2.21337 0.44 0.20 -0.04 0.650
O -2.85925 1.54534 2.18896 -0.20 0.23 0.13 -0.626
C -0.50776 1.85395 2.60194 -0.27 0.25 0.19 -0.160
O 0.66861 1.46632 1.93409 0.20 -0.11 -0.15 -0.526
C 0.84736 1.89444 0.63651 0.18 0.10 -0.23 0.358
C -0.15825 2.47322 -0.12849 -0.08 0.05 0.28 -0.327
C 0.09110 2.84635 -1.43838 0.06 0.01 -0.01 -0.177
C 1.34147 2.64544 -1.99229 -0.01 0.05 -0.12 -0.239
C 2.34438 2.07663 -1.22709 -0.13 0.02 0.09 -0.183
C 2.12019 1.69989 0.08752 -0.12 0.07 0.28 -0.082
C 3.22817 1.07202 0.89213 -0.08 0.00 0.06 -0.475
C 3.53913 -0.31731 0.40112 0.13 -0.04 0.05 0.096
C 4.84090 -0.70929 0.12316 -0.05 0.06 0.04 -0.238
C 5.11153 -1.99223 -0.32143 0.07 -0.11 -0.04 -0.205
C 4.08160 -2.89898 -0.49795 0.08 -0.10 -0.05 -0.225
C 2.77824 -2.51638 -0.22714 -0.09 -0.04 0.02 -0.195
C 2.51257 -1.23578 0.21946 0.03 -0.03 0.01 -0.256
H 1.49724 -0.92942 0.42500 -0.18 0.04 -0.01 0.204
H 1.97038 -3.22111 -0.36523 -0.08 -0.05 -0.01 0.209
H 4.29178 -3.89930 -0.84643 0.02 -0.08 -0.03 0.213
H 6.13023 -2.28344 -0.53258 0.08 -0.02 -0.02 0.212
H 5.65146 -0.00655 0.25680 0.06 0.09 0.02 0.206
H 4.12510 1.69149 0.82224 -0.03 -0.02 0.06 0.220
H 2.92433 1.02465 1.94014 0.14 0.06 -0.05 0.240
H 3.32571 1.91754 -1.65052 0.12 -0.03 -0.05 0.213
H 1.53530 2.93009 -3.01515 0.02 0.03 -0.10 0.216
H -0.70574 3.27461 -2.02535 -0.09 0.02 -0.05 0.226
H -1.14550 2.62520 0.27932 -0.12 0.00 0.05 0.232
H -0.31331 1.66680 3.66433 -0.06 0.06 -0.14 0.216
H -0.71936 2.92128 2.47276 -0.03 -0.18 -0.04 0.208
H -0.54620 -0.57312 2.01882 -0.03 0.16 0.01 0.405
H -2.56142 -1.91696 2.57357 -0.11 0.04 -0.04 0.196
H -3.48353 -0.64604 1.74906 0.06 -0.11 0.03 0.239
```
Forces are in eV/Å.

Values from the calculation:
Largest force on an atom (eV/Å): 0.51
Structure (SMILES): CC(C)(CNC(=O)COc1ccccc1Cc1ccccc1)N1CCOCC1
Molecular weight (g/mol): 382.5
E_LUMO (eV): 0.678
HOMO-LUMO gap (Ha): 0.328
E (eV): -33460.90905
HOMO energy (eV): -8.26



Entry 4:
Entry from the OMol25 dataset: a molecular structure, C30H19Br4N2O4S3Se2Te3Y (ωB97M-V/def2-TZVPD).

```
68
Properties=species:S:1:pos:R:3:forces:R:3:nbo_charge:R:1
Y 0.42342 0.00957 -0.28851 0.06 0.65 0.34 1.166
Br 0.61813 0.90104 6.90407 0.00 0.00 -0.01 0.042
C 0.90760 1.12562 5.04450 -0.01 0.00 0.01 -0.186
C 1.97250 1.87547 4.58048 -0.03 -0.02 -0.06 -0.152
Br 3.16194 2.71535 5.79019 0.01 0.01 0.02 0.046
C 2.17182 2.01267 3.19937 0.02 0.11 -0.02 -0.194
Br 3.57589 3.05520 2.48280 -0.01 -0.01 0.00 0.061
C 1.31835 1.42504 2.26817 0.05 -0.06 0.03 0.279
O 1.45180 1.55203 0.98413 -0.08 -0.22 -0.11 -0.829
C 0.20094 0.65876 2.74866 0.17 -0.11 0.02 0.332
O -0.60964 0.17491 1.83532 0.08 -0.09 -0.07 -0.891
C 0.03593 0.52097 4.12026 -0.09 0.06 0.00 -0.214
Br -1.45255 -0.49838 4.70233 -0.01 -0.01 -0.01 0.038
Se 2.01722 -2.04250 1.01050 -0.06 0.04 -0.13 -0.605
Te 3.38853 -0.95132 -0.77252 0.00 -0.07 -0.02 0.168
Te 2.38891 -2.17598 -2.98528 0.12 -0.04 -0.02 0.076
Se -0.02091 -1.56673 -2.70673 -0.23 -0.29 0.10 -0.691
S -1.77338 1.84418 -0.85498 0.03 -0.10 -0.15 -0.251
C -1.17690 3.01079 0.24425 -0.03 0.04 0.01 0.140
N -1.37193 2.81336 1.56945 -0.02 -0.05 -0.03 -0.502
C -0.88122 3.60811 2.54420 0.00 0.01 0.04 0.058
C -0.18870 4.73294 2.21852 0.03 0.05 -0.09 -0.278
C 0.00902 5.01282 0.85315 -0.02 -0.03 0.06 -0.119
C -0.48143 4.18098 -0.11590 0.02 0.02 -0.03 -0.243
H -1.74787 1.89385 1.80465 0.00 0.01 0.02 0.468
H -1.04770 3.27576 3.55925 -0.01 -0.02 -0.01 0.227
H 0.22864 5.35927 2.99246 -0.01 -0.02 0.02 0.224
H 0.58220 5.88286 0.55907 0.00 0.00 -0.01 0.222
H -0.29122 4.36897 -1.16163 -0.02 0.01 0.00 0.276
O -1.23244 5.76747 -3.52923 -0.02 0.02 0.03 -0.958
S -0.14862 5.09297 -4.19962 0.09 -0.08 0.01 2.291
O 0.64210 5.88179 -5.11250 -0.01 0.02 0.00 -0.958
N 0.80502 4.32157 -3.11121 0.00 0.04 -0.11 -0.801
C 0.78840 3.01792 -3.27752 0.09 -0.10 0.07 0.131
S 1.72510 1.91583 -2.38285 -0.05 0.19 0.11 -0.227
C -0.10285 2.56513 -4.39700 -0.14 -0.02 0.02 -0.040
C -0.35794 1.27256 -4.81593 0.00 0.07 -0.09 -0.129
C -1.25794 1.09001 -5.86020 0.03 -0.01 0.03 -0.231
C -1.87858 2.17360 -6.47538 -0.01 0.04 -0.01 -0.215
C -1.61599 3.47377 -6.05549 0.00 0.01 -0.02 -0.205
C -0.72709 3.63219 -5.01415 0.05 -0.02 0.10 -0.334
H 0.11400 0.43751 -4.31597 0.02 0.01 -0.03 0.257
H -1.48349 0.08328 -6.19056 0.00 0.00 0.00 0.208
H -2.57654 2.00534 -7.28707 0.00 -0.01 0.00 0.198
H -2.09211 4.32743 -6.52062 -0.01 0.00 0.00 0.216
Te -1.91401 -2.20891 1.02368 -0.07 -0.06 0.00 0.735
C -2.86894 -3.79433 -0.03389 0.11 0.12 -0.07 -0.297
C -3.91522 -4.50300 0.55048 -0.04 0.01 -0.02 -0.169
C -4.54584 -5.52470 -0.14584 -0.01 0.01 0.03 -0.248
C -4.12546 -5.85490 -1.42812 0.00 0.00 -0.01 -0.229
C -3.07271 -5.16214 -2.00719 0.01 0.01 0.01 -0.205
C -2.44305 -4.13265 -1.31490 -0.02 -0.10 0.02 -0.242
C -3.56669 -0.91086 0.76096 0.03 -0.07 0.05 -0.257
C -4.14807 -0.77571 -0.49409 -0.03 -0.02 0.00 -0.166
C -5.19180 0.11687 -0.68481 0.02 0.00 -0.01 -0.222
C -5.64659 0.89534 0.37014 0.00 0.01 0.03 -0.225
C -5.06107 0.76662 1.62149 0.00 -0.01 -0.02 -0.208
C -4.02919 -0.14297 1.82190 0.01 0.06 -0.04 -0.259
H -4.24274 -4.24771 1.55158 0.00 0.00 0.00 0.204
H -5.36481 -6.06539 0.31436 0.00 0.00 0.00 0.199
H -4.61800 -6.65321 -1.97091 0.00 0.00 0.00 0.198
H -2.73491 -5.41459 -3.00522 0.00 0.00 0.00 0.206
H -1.61875 -3.59523 -1.77231 -0.01 0.02 0.00 0.260
H -3.77047 -1.35163 -1.33125 -0.01 0.00 0.00 0.214
H -5.62639 0.22892 -1.67049 0.00 0.00 0.00 0.207
H -6.44517 1.61015 0.21371 0.00 0.00 0.00 0.201
H -5.40631 1.37542 2.44911 0.00 0.00 0.00 0.201
H -3.56786 -0.23587 2.79628 0.00 -0.01 0.01 0.229
```
Forces are in eV/Å.

Values from the calculation:
Largest force on an atom (eV/Å): 0.73
Total charge: -2
Molecular weight (g/mol): 1516.9
E_LUMO (eV): 3.603
HOMO-LUMO gap (Ha): 0.216
E (eV): -508888.78335
HOMO energy (eV): -2.27



Entry 5:
Entry from the OMol25 dataset: a single C4H5NO molecule (ωB97M-V/def2-TZVPD).

```
11
Properties=species:S:1:pos:R:3:forces:R:3:nbo_charge:R:1
C -1.69212 0.06179 -0.10108 -0.11 0.00 0.07 -0.406
N -0.42794 0.10228 -0.82067 0.43 -0.10 -0.03 -0.601
C 0.73632 -0.33688 -0.38005 -0.53 0.21 -0.11 0.488
O 0.86782 -0.15356 1.34492 -0.05 -0.18 -0.36 -0.580
C 2.04662 -0.53013 -0.58876 -0.30 -0.08 0.41 -0.429
C 2.04566 -0.09001 0.75912 0.59 0.08 0.17 0.279
H -2.41545 -0.56076 -0.63729 0.10 0.08 0.11 0.203
H -2.08940 1.07627 0.00131 0.03 -0.19 0.01 0.207
H -1.51620 -0.35166 0.89333 0.00 0.08 -0.20 0.240
H -0.41283 0.39370 -1.78700 -0.09 0.06 0.03 0.420
H 2.85752 0.38894 1.31617 -0.08 0.05 -0.11 0.180
```
Forces are in eV/Å.

Values from the calculation:
Largest force on an atom (eV/Å): 0.62
Molecular weight (g/mol): 83.1
E_LUMO (eV): 0.447
HOMO-LUMO gap (Ha): 0.333
E (eV): -7761.39936
HOMO energy (eV): -8.60



Entry 6:
Entry from the OMol25 dataset: a single C7H9N3O molecule at a distorted geometry (ωB97M-V/def2-TZVPD).

```
20
Properties=species:S:1:pos:R:3:forces:R:3:nbo_charge:R:1
C -2.18459 -1.02271 -0.03390 0.99 1.15 -0.09 0.221
C -2.20741 0.34501 0.00030 -1.51 -0.96 0.10 0.215
C 0.13648 0.51589 -0.02647 -1.91 -0.72 0.31 -0.007
C 0.22008 -0.82013 -0.07597 1.24 0.48 0.95 -0.053
C -0.93247 -1.80789 -0.11756 0.71 -1.31 -0.24 -0.470
C 1.60251 -1.42864 0.05037 -0.27 0.78 1.34 -0.624
C -1.18303 2.56918 -0.05505 0.13 -0.81 -1.22 -0.388
N -3.56957 0.71265 0.07389 1.45 -0.93 -0.39 -0.228
N -4.25181 -0.35870 0.02842 -0.58 0.99 0.17 0.094
N -1.10947 1.14494 -0.03579 -0.03 -0.39 0.68 -0.413
O -3.44170 -1.44876 -0.04469 0.04 -0.61 0.15 -0.255
H 0.94313 1.19807 0.18946 0.36 -0.21 -0.34 0.207
H -0.75810 -2.65055 0.61688 -0.49 1.19 0.17 0.222
H -0.85286 -2.44920 -1.01502 -0.26 0.53 -0.36 0.215
H 1.67910 -1.93563 1.13590 0.14 0.73 -2.66 0.215
H 2.39050 -0.56366 -0.05200 -1.27 -2.11 0.06 0.220
H 1.52508 -2.12308 -0.80710 1.40 -0.25 0.64 0.216
H -0.29846 2.86971 0.44248 0.91 0.99 0.19 0.197
H -1.19922 2.81546 -1.12272 -0.11 1.03 0.36 0.196
H -2.01283 2.91896 0.50580 -0.92 0.41 0.18 0.220
```
Forces are in eV/Å.

Values from the calculation:
Largest force on an atom (eV/Å): 2.76
Structure (SMILES): CC1=CN(C)c2nnoc2C1
Molecular weight (g/mol): 151.2
E_LUMO (eV): 0.721
HOMO-LUMO gap (Ha): 0.302
E (eV): -13919.53192
HOMO energy (eV): -7.50